# 1
Formula: C26H74N10O8
Source: the OMol25 dataset
Level of theory: ωB97M-V/def2-TZVPD

Structure (XYZ):
```
118
Properties=species:S:1:pos:R:3
O -5.9211 0.7592 1.3914
O 1.6039 -6.3017 0.8123
O -1.8987 1.5421 -5.0667
O -1.6438 0.7115 -0.3754
O -0.6712 -1.9211 -2.8634
O 2.9462 1.1124 -1.0980
O 2.2698 1.4288 4.4566
O -2.1340 4.1195 0.2028
N -4.1853 -0.4364 -4.8015
N 2.9224 -2.8157 1.2750
N -3.9119 -0.2627 1.2946
N -3.1411 -3.5140 -2.0969
N 0.0574 -1.0523 2.8769
N -0.9929 5.9604 3.1671
N 0.0697 2.2256 -0.5136
N 4.9341 0.8173 1.0342
N -4.0191 1.9790 0.9114
N 0.5301 0.0404 -0.1894
C -2.1341 5.2084 1.1117
C -2.5057 1.1455 -3.8364
C -0.4460 1.0012 -0.2521
C 5.1368 0.2849 -0.3403
C 3.0108 1.5895 -2.4217
C 1.7875 0.1897 4.0355
C 2.9214 -4.2069 0.7363
C -2.6174 4.1401 3.3817
C 0.6161 0.2728 3.0814
C -2.7844 4.4459 -1.0138
C 3.5837 1.3880 4.9523
C 1.0742 -6.2182 -0.5012
C -1.5720 4.7707 2.4817
C -2.2545 -2.6986 -1.2590
C -0.8564 -2.8163 -1.7914
C 1.8410 -5.0666 1.4691
C -0.6158 2.0904 -4.8953
C -4.7417 0.6018 -2.7276
C 0.6930 -1.6888 -3.2003
C -2.4228 -3.3353 0.1471
C -4.7120 0.8445 1.1809
C 3.7580 -0.0349 -0.8679
C 4.3414 -4.7513 0.7865
C -0.4700 1.2445 3.5199
C -3.9621 0.7785 -4.0354
C 6.0103 -0.9730 -0.1851
H -4.1177 -3.4268 -1.8189
H -0.1331 2.2065 3.9106
H 0.8257 -1.6406 2.5819
H -5.7347 0.2619 -3.0176
H -0.5360 3.0068 -0.2791
H -0.0740 6.0293 2.7276
H -0.1746 -2.5682 -0.9600
H 0.1013 1.2769 -4.7478
H 1.5037 0.2690 -0.4143
H -3.0976 3.2331 3.0203
H 3.7785 -0.6422 -1.7797
H 1.0748 -2.6784 -3.4681
H 3.8413 2.2440 5.5757
H 0.2084 -0.8962 -0.3610
H 6.2000 -1.3467 -1.2014
H -4.8037 1.4975 -2.1100
H -2.0463 3.7794 4.2441
H -0.3734 2.7850 -5.6953
H 5.5931 1.0716 -0.9424
H 1.8747 -5.8061 -1.1234
H 4.5121 -5.7193 0.3210
H -1.1573 1.4802 2.7008
H 7.0245 -0.6948 0.1147
H -4.4715 -1.0853 1.4529
H 5.6939 -1.7722 0.4781
H -1.9641 0.3713 -3.2796
H 0.9060 -7.2205 -0.8853
H -2.3644 -4.4224 0.0892
H -4.4446 2.8232 1.2414
H -2.7490 3.5456 -1.6251
H -2.1831 5.2331 -1.4859
H -4.3032 -0.2028 -2.1293
H 2.4956 -3.9919 -0.2487
H 5.8418 1.1173 1.3886
H -0.6865 5.6651 4.0939
H 1.6002 -0.4876 4.8834
H 2.8942 -3.0127 2.2775
H -0.7028 4.1506 2.2382
H -3.9471 -1.2933 -4.3175
H 0.7553 -0.9604 -4.0021
H -3.3097 4.9224 3.6883
H 0.1727 -5.6065 -0.5767
H 2.3938 2.4786 -2.5515
H 1.2188 -1.3142 -2.3177
H 4.2780 1.4077 4.1055
H -1.1319 0.9026 4.3228
H 5.0424 -3.9627 0.5222
H -4.3987 1.6101 -4.6000
H -2.6199 -1.6801 -1.1132
H 2.1376 -5.2711 2.4973
H -3.3010 -2.8961 0.6142
H 1.0587 2.3933 -0.5274
H 4.0382 1.7596 -2.7474
H 3.2824 -0.6577 -0.1053
H -0.5188 2.6911 -3.9790
H 2.0865 -2.2875 1.0577
H -3.1106 5.6865 1.2259
H -3.1220 -0.3201 0.6679
H -1.6480 -3.1425 0.9035
H -3.8140 4.8104 -0.9875
H -3.2273 -3.1587 -3.0491
H -1.4383 5.9627 0.7211
H 4.7922 0.0224 1.6572
H 3.6983 0.5072 5.5928
H -3.5580 -0.3626 -5.6012
H 2.5950 -0.3738 3.5307
H 2.5610 0.9347 -3.1811
H 4.5941 -4.9468 1.8373
H -3.0799 1.8457 0.5611
H 0.9689 0.6851 2.1296
H -0.6796 -1.0774 2.1854
H -2.4434 2.0418 -3.2064
H 0.8628 -4.5726 1.4306
H -0.5340 -3.8091 -2.1287
```

- largest force on an atom (eV/A) = 2.8
- calculated total energy (Eh) = -2184.41826
- relative energy (zero: lowest compared OMol25 entry of this formula, charge and spin) (kcal per mole) = 43.6
- E_LUMO (eV) = 0.31
- HOMO-LUMO gap (eV) = 9.36
- structure (SMILES) = COC[C@H](C)N.COC[C@H](C)N.COC[C@H](C)N.COC[C@H](C)N.COC[C@H](C)N.COC[C@H](C)N.NC(N)=O.NC(N)=O

# 2
Formula: C26H74N6O8
Source: the OMol25 dataset
Level of theory: ωB97M-V/def2-TZVPD

Structure (XYZ):
```
114
Properties=species:S:1:pos:R:3
O -6.1405 3.4711 0.1850
O -3.7483 -5.7474 -8.0006
O -4.4322 1.9912 8.9575
O 4.8939 5.7371 -3.7891
O 2.1259 -8.4694 5.6674
O 5.7445 -3.1605 4.2423
O -0.7854 -1.9200 -0.7617
O -4.2172 0.3422 -12.8936
N 1.6988 -6.0471 2.7797
N -2.3075 1.8284 6.9563
N -2.2335 -1.2814 -11.2595
N 4.1215 0.1321 4.8424
N -2.4333 3.2969 0.7079
N 5.5073 8.3017 -3.1587
C -4.5983 1.4340 -13.7464
C -6.5984 4.6254 0.8159
C 2.4341 -7.8495 4.4654
C 5.6120 -1.9126 4.9226
C 6.3998 7.2539 -2.7120
C 2.6247 -7.8276 6.7966
C -3.4679 -5.8397 -6.6145
C -2.6242 -0.5417 6.9019
C -3.6629 0.8199 8.7767
C -5.0850 2.0407 10.1940
C -2.3213 0.5384 -9.6523
C 7.0325 7.7567 -1.3883
C -4.9107 3.0394 0.6968
C 5.6129 5.9309 -2.5250
C 6.9403 -3.8005 4.7199
C -3.3558 0.8572 -11.9002
C -3.6709 3.8664 0.1608
C 4.6164 -0.8780 2.7564
C -3.2826 0.8036 7.2569
C 4.0816 4.5751 -3.7583
C -3.0691 -0.2084 -10.8170
C -3.6246 3.7975 -1.3539
C -0.3665 -1.8204 -2.0351
C 4.4728 -1.1774 4.2617
C -0.0285 -7.1376 3.9732
C 1.4520 -6.6617 4.0798
H -4.1494 -5.2488 -6.0026
H -6.7865 4.4142 1.8686
H 2.3094 -6.7849 6.8348
H 1.8967 -6.7371 2.0691
H 7.8992 -3.2856 4.7779
H -3.3114 -4.9844 -8.3861
H 6.3153 7.8455 -0.5723
H -2.2764 2.4618 0.1619
H -4.4415 1.8623 11.0554
H -2.7913 0.7734 9.4295
H -0.0935 -8.0846 3.4374
H -5.1739 2.1466 -13.1556
H -2.7724 2.5134 7.5349
H 6.7367 -4.2459 5.6937
H -0.6508 -6.4145 3.4459
H -2.4978 1.3071 -12.3996
H -3.2974 -1.3422 7.2085
H 2.5710 -5.5421 2.8456
H -2.8126 4.3761 -1.7945
H -0.2468 -2.6255 -0.3959
H 4.9654 7.8093 -3.8544
H 4.9101 6.0689 -1.7033
H -4.8903 2.9643 1.7840
H 3.9007 -0.0088 5.8178
H 6.5439 -1.3561 4.8227
H 4.7745 8.4149 -2.4729
H -1.3375 0.9641 -9.8501
H 2.3740 -8.2709 7.7603
H -4.5744 4.1620 -1.7451
H 3.9526 -0.1004 2.3786
H 7.5145 8.7134 -1.5891
H 0.5183 -2.4444 -2.1608
H -4.1687 1.0354 6.6660
H 4.7095 3.6873 -3.6839
H -2.8619 1.3143 -9.1102
H 6.2833 5.0801 -2.4033
H -7.5744 4.8251 0.3737
H 3.4813 -7.5482 4.4928
H -1.2040 -2.1260 -2.6623
H -3.6954 1.8987 -14.1425
H -5.5732 3.0149 10.1696
H 3.5556 4.5441 -4.7125
H -1.4463 -0.7737 -11.6373
H -1.5039 1.6613 7.5449
H 3.2801 0.5174 4.4378
H -2.5090 3.0085 1.6729
H 5.6276 -0.5127 2.5770
H -0.0422 -0.8168 -2.3102
H -5.9186 5.4765 0.7742
H -2.4056 -5.6290 -6.4916
H -1.6464 -0.7460 7.3382
H -5.8004 1.2333 10.3506
H -3.7096 4.9253 0.4165
H 7.1274 7.0211 -3.4894
H 3.5743 -1.7938 4.2913
H 2.3620 -8.5154 3.6055
H -2.5745 -0.5406 5.8130
H 7.2074 -4.6028 4.0321
H 7.8595 7.1010 -1.1160
H -4.0174 -0.6246 -10.4770
H -3.6874 -6.8662 -6.3211
H -4.2052 -0.0910 9.0303
H 1.4761 -5.8503 4.8073
H -5.1173 1.0455 -14.6227
H -3.4567 2.7617 -1.6489
H -4.8337 1.9906 0.4102
H 4.6109 -1.7560 2.1106
H -0.3676 -7.2439 5.0037
H 3.3254 4.6292 -2.9751
H -2.1903 -0.2154 -8.8759
H 5.4006 -2.0147 5.9870
H -2.6458 -1.7027 -12.0796
H 3.7030 -7.9734 6.7319
H -3.9127 1.6912 -11.4732
```

- largest force on an atom (eV/A) = 3.3
- calculated total energy (Eh) = -1965.19783
- relative energy (zero: lowest compared OMol25 entry of this formula, charge and spin) (kcal per mole) = 114.0
- E_LUMO (eV) = 0.34
- HOMO-LUMO gap (eV) = 9.28
- structure (SMILES) = COC[C@H](C)N.COC[C@H](C)N.COC[C@H](C)N.COC[C@H](C)N.COC[C@H](C)N.COC[C@H](C)N.CO.CO

Q: Among the records above, which one has the lowest largest force on an atom?
A: C26H74N10O8